No. 1
DFT (ωB97M-V with the def2-TZVPD basis set) results for 3 unconnected molecules or ions with the total composition C2H10N2O.

Computed properties:
HOMO (alpha / beta) (eV): -6.908 / -6.911
HOMO-LUMO gap (alpha / beta) (eV): 6.85 / 6.85
Relative energy (zero: lowest compared OMol25 entry of this formula, charge and spin) (kcal per mole): 167.73

```
! wB97M-V def2-TZVPD RIJCOSX def2/J DEFGRID3
* xyz 0 1
C -2.24 0.40 -0.26
O -1.10 0.29 0.54
H -0.33 -0.74 -0.35
H -2.92 1.12 0.20
H -1.99 0.73 -1.28
H -2.73 -0.58 -0.33
C 1.51 0.73 -0.53
N 0.75 -0.39 0.02
N 1.19 -0.92 1.25
H 1.04 -1.46 -0.91
H 1.00 -0.40 2.11
H 0.75 -1.78 1.54
H 2.58 0.56 -0.44
H 1.20 1.61 0.03
H 1.29 0.82 -1.59
*
```

In the Löwdin picture, each atom carries the following charge in e: -0.313, -0.406, 0.184, 0.053, 0.052, 0.053, -0.077, -0.267, 0.015, 0.246, 0.102, 0.092, 0.082, 0.094, 0.090

No. 2
DFT (ωB97M-V with the def2-TZVPD basis set) results for 2 unconnected molecules or ions with the total composition C2H10N2O.

Computed properties:
HOMO (eV): -9.939
Structure (SMILES): NCCN.O
HOMO-LUMO gap (eV): 10.86
Relative energy (zero: lowest compared OMol25 entry of this formula, charge and spin) (kcal per mole): 23.82

```
! wB97M-V def2-TZVPD RIJCOSX def2/J DEFGRID3
* xyz 0 1
N -1.95 1.39 -1.18
C -0.91 0.74 -0.23
C -0.15 -0.46 -1.01
N 0.92 -1.01 -0.04
H -1.34 2.15 -1.65
H -2.44 1.85 -0.44
H -1.35 0.23 0.62
H -0.18 1.42 0.15
H -0.84 -1.20 -1.33
H 0.46 0.00 -1.83
H 1.79 -1.35 -0.41
H 0.47 -1.85 0.31
O 1.88 -0.95 2.54
H 1.67 -0.85 1.58
H 1.98 -0.11 2.91
*
```

In the Löwdin picture, each atom carries the following charge in e: -0.024, -0.240, -0.188, -0.042, 0.093, 0.023, 0.094, 0.076, 0.081, 0.108, 0.066, 0.074, -0.082, -0.022, -0.017

No. 3
DFT (ωB97M-V with the def2-TZVPD basis set) results for 2 unconnected molecules or ions with the total composition C2H10N2O.

Computed properties:
HOMO (eV): -8.584
Structure (SMILES): NCCN.O
HOMO-LUMO gap (eV): 9.44
Relative energy (zero: lowest compared OMol25 entry of this formula, charge and spin) (kcal per mole): 17.29

```
! wB97M-V def2-TZVPD RIJCOSX def2/J DEFGRID3
* xyz 0 1
N 2.92 -0.59 -0.06
C 1.62 0.01 0.15
C 0.46 -0.94 0.34
N -0.84 -0.26 0.31
H 3.29 -1.40 0.39
H 3.61 0.05 -0.42
H 1.64 0.92 0.76
H 1.39 0.47 -0.83
H 0.53 -1.53 1.26
H 0.52 -1.64 -0.49
H -0.89 0.34 -0.50
H -0.92 0.36 1.11
O -3.56 1.37 -0.63
H -3.21 1.87 -1.38
H -4.49 1.65 -0.64
*
```

In the Löwdin picture, each atom carries the following charge in e: -0.019, -0.322, -0.298, -0.008, 0.058, 0.059, 0.100, 0.102, 0.108, 0.106, 0.047, 0.065, -0.065, 0.032, 0.034

No. 4
DFT (ωB97M-V with the def2-TZVPD basis set) results for 2 unconnected molecules or ions with the total composition C2H10N2O.

Computed properties:
HOMO (eV): -9.227
Structure (SMILES): NCN.CO
HOMO-LUMO gap (eV): 10.05
Relative energy (zero: lowest compared OMol25 entry of this formula, charge and spin) (kcal per mole): 26.81

```
! wB97M-V def2-TZVPD RIJCOSX def2/J DEFGRID3
* xyz 0 1
N -1.34 0.53 -0.77
C -2.00 -0.64 -1.36
N -2.45 -0.47 -2.73
H -0.83 1.11 -1.43
H -0.62 0.16 -0.19
H -1.45 -1.57 -1.29
H -2.95 -0.73 -0.81
H -2.84 0.46 -2.87
H -1.77 -0.69 -3.46
C 2.86 0.04 3.01
O 2.47 0.40 1.69
H 2.11 0.37 3.72
H 3.15 -1.01 2.98
H 3.83 0.44 3.35
H 3.07 1.08 1.35
*
```

In the Löwdin picture, each atom carries the following charge in e: -0.016, -0.377, -0.022, 0.054, 0.044, 0.103, 0.096, 0.061, 0.058, -0.171, -0.133, 0.075, 0.076, 0.076, 0.077

No. 5
DFT (ωB97M-V with the def2-TZVPD basis set) results for 3 unconnected molecules or ions with the total composition C2H10N2O2.

Computed properties:
HOMO (alpha / beta) (eV): 0.782 / -4.388
⟨S²⟩: 0.753
HOMO-LUMO gap (alpha / beta) (eV): 3.46 / 8.43
Relative energy (zero: lowest compared OMol25 entry of this formula, charge and spin) (kcal per mole): 7.94

```
! wB97M-V def2-TZVPD RIJCOSX def2/J DEFGRID3
* xyz -1 2
C -0.30 -0.53 -1.83
N 2.29 0.28 -0.92
C 1.06 0.93 -0.49
N -0.18 0.51 -0.89
H -0.30 -0.22 -2.90
H 0.51 -1.29 -1.79
H -1.24 -1.09 -1.70
H 3.11 0.87 -0.82
H 2.16 -0.10 -1.85
H 1.11 1.74 0.22
H -1.62 1.29 1.58
H -1.36 0.32 0.36
O -1.85 0.42 1.25
H -1.02 -0.50 2.70
H -1.42 -1.73 3.49
O -0.94 -0.90 3.60
*
```

In the Löwdin picture, each atom carries the following charge in e: -0.302, -0.038, -0.444, -0.179, 0.034, 0.052, 0.057, 0.021, 0.031, 0.003, 0.019, -0.001, -0.145, -0.007, 0.013, -0.113

No. 6
DFT (ωB97M-V with the def2-TZVPD basis set) results for 4 unconnected molecules or ions with the total composition C2H10N2O2.

Computed properties:
HOMO (eV): -8.946
HOMO-LUMO gap (eV): 4.56
Relative energy (zero: lowest compared OMol25 entry of this formula, charge and spin) (kcal per mole): 212.46

```
! wB97M-V def2-TZVPD RIJCOSX def2/J DEFGRID3
* xyz 0 1
C 0.78 -0.30 -1.32
N 1.31 -1.59 -0.94
C -1.07 0.51 1.66
N -1.54 1.63 1.35
H 0.99 -0.04 -2.36
H 1.19 0.57 -0.78
H -0.27 -0.27 -1.01
H 2.21 -1.64 -1.39
H -1.45 -0.46 1.29
H -0.17 0.43 2.28
H 1.38 -1.15 2.22
H 1.22 -1.60 0.11
O 1.06 -0.65 1.44
H -1.97 1.58 0.37
H -2.15 1.72 -1.75
O -1.52 1.26 -1.17
*
```

In the Löwdin picture, each atom carries the following charge in e: -0.185, 0.049, -0.110, 0.124, 0.094, 0.097, 0.044, 0.085, 0.117, 0.079, 0.015, 0.031, -0.250, 0.041, -0.009, -0.220

No. 7
DFT (ωB97M-V with the def2-TZVPD basis set) results for 3 unconnected molecules or ions with the total composition C2H10N2O2.

Computed properties:
HOMO (eV): -9.514
Structure (SMILES): C/N=C\N.O.O
HOMO-LUMO gap (eV): 10.22
Relative energy (zero: lowest compared OMol25 entry of this formula, charge and spin) (kcal per mole): 16.11

```
! wB97M-V def2-TZVPD RIJCOSX def2/J DEFGRID3
* xyz 0 1
C -0.95 -2.15 0.88
N -0.11 -1.03 0.48
C 0.69 -1.12 -0.50
N 0.92 -2.05 -1.48
H -1.19 -2.93 0.14
H -0.49 -2.75 1.67
H -1.85 -1.66 1.24
H 1.49 -0.35 -0.48
H 1.61 -1.75 -2.15
H 0.68 -3.02 -1.48
O -0.32 1.85 1.16
H -0.59 2.16 2.02
H -0.45 0.89 1.04
O -0.06 3.62 -0.75
H 0.12 2.89 -0.09
H -0.24 4.38 -0.18
*
```

In the Löwdin picture, each atom carries the following charge in e: -0.134, -0.062, -0.304, 0.099, 0.065, 0.076, 0.067, 0.130, 0.083, 0.086, -0.061, 0.051, 0.013, -0.114, -0.012, 0.016

No. 8
DFT (ωB97M-V with the def2-TZVPD basis set) results for 2 unconnected molecules or ions with the total composition C2H10N2P.

Computed properties:
HOMO (eV): -13.956
HOMO-LUMO gap (eV): 8.61
Relative energy (zero: lowest compared OMol25 entry of this formula, charge and spin) (kcal per mole): 36.74

```
! wB97M-V def2-TZVPD RIJCOSX def2/J DEFGRID3
* xyz 1 1
C 1.66 -1.15 -1.74
C -1.19 -0.51 -0.76
N 1.21 1.24 -0.34
N -0.90 1.01 2.62
P 0.55 0.00 -0.91
H 2.44 -1.46 -1.03
H 2.16 -0.65 -2.56
H 1.13 -2.03 -2.10
H -1.74 0.24 -0.19
H -1.24 -1.47 -0.25
H -1.63 -0.63 -1.75
H 0.68 1.91 0.19
H -1.81 0.63 2.86
H -0.29 0.85 3.41
H -1.02 2.02 2.56
*
```

In the Löwdin picture, each atom carries the following charge in e: -0.171, -0.177, -0.091, 0.004, 0.952, 0.074, 0.072, 0.066, 0.051, 0.070, 0.069, 0.023, 0.020, 0.020, 0.018

No. 9
DFT (ωB97M-V with the def2-TZVPD basis set) results for 2 unconnected molecules or ions with the total composition C2H10N2S.

Computed properties:
HOMO (alpha / beta) (eV): 1.044 / -4.829
⟨S²⟩: 0.751
HOMO-LUMO gap (alpha / beta) (eV): 2.65 / 8.45
Relative energy (zero: lowest compared OMol25 entry of this formula, charge and spin) (kcal per mole): 6.76

```
! wB97M-V def2-TZVPD RIJCOSX def2/J DEFGRID3
* xyz -1 2
C 2.82 -1.45 -0.18
S 3.29 0.35 -0.07
H 2.85 -1.75 -1.23
H 1.82 -1.59 0.20
H 3.57 -2.03 0.34
H 2.35 0.64 0.90
N -1.00 0.97 -0.79
C -1.65 0.55 0.42
N -3.14 0.44 0.23
H -1.31 1.93 -0.98
H 0.00 1.11 -0.59
H -1.51 1.17 1.30
H -1.35 -0.46 0.70
H -3.41 -0.50 0.46
H -3.34 0.62 -0.74
*
```

In the Löwdin picture, each atom carries the following charge in e: -0.690, 0.275, -0.019, -0.048, -0.025, -0.245, -0.024, -0.467, -0.038, 0.056, 0.038, 0.070, 0.060, 0.025, 0.032

No. 10
DFT (ωB97M-V with the def2-TZVPD basis set) results for 2 unconnected molecules or ions with the total composition C2H10N3O.

Computed properties:
HOMO (eV): -14.404
HOMO-LUMO gap (eV): 11.47
Relative energy (zero: lowest compared OMol25 entry of this formula, charge and spin) (kcal per mole): 66.31

```
! wB97M-V def2-TZVPD RIJCOSX def2/J DEFGRID3
* xyz 1 1
C 0.51 0.65 -0.49
C 0.77 -0.84 -0.48
N -0.36 -0.36 0.42
N 1.89 -1.37 0.09
N 1.49 1.33 0.14
O -3.00 0.35 0.08
H -0.25 1.08 -1.08
H 0.38 -1.27 -1.36
H -1.29 -0.24 0.09
H -0.34 -0.46 1.40
H 2.41 -0.98 0.78
H 2.11 -2.29 -0.07
H 2.47 1.13 -0.02
H -2.96 0.62 -0.84
H 1.18 2.30 0.42
H -3.98 0.60 0.25
*
```

In the Löwdin picture, each atom carries the following charge in e: -0.208, -0.245, 0.180, 0.152, 0.094, -0.078, 0.142, 0.154, 0.062, 0.146, 0.067, 0.091, 0.121, 0.049, 0.148, 0.126

No. 11
DFT (ωB97M-V with the def2-TZVPD basis set) results for 2 unconnected molecules or ions with the total composition C2H10N3S.

Computed properties:
HOMO (eV): -13.862
HOMO-LUMO gap (eV): 10.71
Relative energy (zero: lowest compared OMol25 entry of this formula, charge and spin) (kcal per mole): 28.12

```
! wB97M-V def2-TZVPD RIJCOSX def2/J DEFGRID3
* xyz 1 1
C 1.16 0.65 -0.90
C -0.12 0.74 -0.05
N 0.10 0.71 1.26
N -1.27 0.92 -0.62
N -1.00 -2.11 0.48
S 2.80 0.47 -0.07
H 1.07 1.43 -1.74
H 1.14 -0.11 -1.59
H -0.59 0.46 1.95
H 1.12 0.66 1.38
H -1.29 1.12 -1.59
H -2.27 0.89 -0.23
H -0.82 -2.39 -0.55
H -0.70 -2.94 1.09
H -2.02 -2.06 0.56
H 2.68 1.56 0.64
*
```

In the Löwdin picture, each atom carries the following charge in e: -0.429, -0.436, 0.188, 0.206, -0.028, 0.827, 0.132, 0.042, 0.142, 0.043, 0.120, 0.195, 0.059, 0.064, 0.008, -0.133

No. 12
DFT (ωB97M-V with the def2-TZVPD basis set) results for 2 unconnected molecules or ions with the total composition C2H10N4.

Computed properties:
HOMO (eV): -8.655
Structure (SMILES): [H]/N=C/N.NCN
HOMO-LUMO gap (eV): 9.70
Relative energy (zero: lowest compared OMol25 entry of this formula, charge and spin) (kcal per mole): 47.10

```
! wB97M-V def2-TZVPD RIJCOSX def2/J DEFGRID3
* xyz 0 1
H 2.72 -1.74 1.89
N 1.84 -2.26 1.86
C 2.05 -3.36 2.51
N 1.15 -3.77 3.49
H 3.05 -3.74 2.32
H 0.82 -2.93 3.92
H 0.61 -4.61 3.46
N -0.17 2.37 -2.41
C -1.37 3.11 -2.00
N -2.61 2.40 -2.04
H -0.21 1.87 -3.28
H 0.21 1.74 -1.71
H -1.13 3.39 -0.97
H -1.38 3.90 -2.77
H -2.96 2.01 -2.90
H -2.61 1.63 -1.38
*
```

In the Löwdin picture, each atom carries the following charge in e: 0.031, 0.030, -0.378, 0.064, 0.098, 0.078, 0.078, -0.034, -0.378, -0.021, 0.050, 0.047, 0.112, 0.105, 0.058, 0.062